Formula: C4H10O
Source: the Open Molecules 2025 dataset
Level of theory: ωB97M-V with the def2-TZVPD basis set

Cartesian coordinates (Å):
C1 -1.5838 -0.8783 -1.2410
C2 -0.7860 0.1369 -0.4065
C3 0.2319 -0.5768 0.4461
C4 2.1052 0.8605 0.0780
O1 -0.1165 -0.4911 1.7369
H1 -2.1434 -1.5855 -0.6182
H2 -0.9164 -1.4561 -1.8881
H3 -2.3050 -0.3548 -1.8779
H4 -0.2938 0.8413 -1.0811
H5 -1.4665 0.7080 0.2382
H6 1.4158 -0.4380 0.1355
H7 2.5155 0.9007 -0.9406
H8 1.5472 1.7850 0.2693
H9 2.9283 0.7792 0.7966
H10 0.3549 -1.1648 2.2496

E_LUMO = 0.8 eV
Relative energy (zero: lowest compared OMol25 entry of this formula, charge and spin) = 95.6 kcal per mole
F_max = 0.8 eV/A
Total charge = 0
Kohn-Sham gap = 8.28 eV

These are the Löwdin partial charges, in e, on atoms 1 to 5: -0.11, -0.26, -0.21, -0.07, 0.01